No. 1
Entry from the Open Molecules 2025 dataset: a molecular structure, C33H67ClO21S at a distorted geometry (ωB97M-V/def2-TZVPD).

Last column: Löwdin charge in e.
CARTESIAN COORDINATES (ANGSTROEM)
1 C -0.320 -6.787 2.194  -0.113
2 C -0.258 -5.259 2.096  -0.250
3 C -1.619 -4.648 1.689  -0.214
4 C -1.992 -3.491 2.613  -0.192
5 C -3.439 -2.956 2.483  -0.194
6 C -4.088 -3.155 1.105  -0.192
7 C -4.809 -4.522 1.010  -0.195
8 C -6.295 -4.340 0.720  -0.177
9 C -7.184 -5.519 1.070  -0.222
10 O -7.241 -5.697 2.510  -0.353
11 S -6.527 -7.046 3.073  0.866
12 O -5.392 -7.352 2.254  -0.379
13 O -5.856 -6.259 4.414  -0.843
14 Cl -6.303 -7.048 5.828  0.619
15 H 0.686 -7.191 2.105  0.063
16 H -0.674 -7.095 3.173  0.069
17 H -0.964 -7.212 1.432  0.067
18 H 0.011 -4.887 3.079  0.095
19 H 0.511 -4.972 1.386  0.098
20 H -2.344 -5.456 1.741  0.096
21 H -1.577 -4.310 0.657  0.104
22 H -1.295 -2.676 2.415  0.105
23 H -1.835 -3.814 3.640  0.106
24 H -4.029 -3.423 3.269  0.101
25 H -3.430 -1.892 2.719  0.099
26 H -4.801 -2.343 0.989  0.100
27 H -3.319 -3.077 0.346  0.093
28 H -4.359 -5.111 0.215  0.117
29 H -4.717 -4.994 1.976  0.076
30 H -6.478 -4.028 -0.307  0.119
31 H -6.638 -3.512 1.340  0.095
32 H -6.934 -6.436 0.544  0.114
33 H -8.196 -5.254 0.777  0.121
34 C -7.898 -2.816 4.191  -0.053
35 C -7.580 -1.365 4.480  -0.201
36 O -8.263 -0.484 3.574  0.038
37 C -9.546 -0.257 3.855  -0.609
38 O -10.159 -0.697 4.794  0.123
39 O -10.038 0.552 2.913  0.003
40 C -11.431 0.839 3.054  -0.042
41 H -7.697 -3.049 3.147  0.056
42 H -7.295 -3.473 4.818  0.081
43 H -8.949 -3.033 4.378  0.083
44 H -6.519 -1.176 4.325  0.120
45 H -7.816 -1.100 5.510  0.124
46 H -11.654 1.211 4.051  0.095
47 H -12.023 -0.051 2.846  0.098
48 H -11.665 1.607 2.322  0.092
49 C 3.821 0.499 3.040  -0.059
50 C 2.579 1.363 2.996  -0.204
51 O 2.047 1.454 1.665  -0.005
52 C 1.332 0.403 1.257  -0.602
53 O 1.083 -0.585 1.897  0.125
54 O 0.943 0.638 0.001  0.006
55 C 0.211 -0.434 -0.602  -0.029
56 H 4.557 0.854 2.316  0.082
57 H 4.265 0.525 4.035  0.081
58 H 3.586 -0.535 2.793  0.076
59 H 2.823 2.386 3.281  0.124
60 H 1.813 1.001 3.680  0.124
61 H -0.628 -0.735 0.021  0.091
62 H 0.868 -1.284 -0.781  0.100
63 H -0.161 -0.061 -1.552  0.094
64 C 6.939 6.809 -0.884  -0.061
65 C 6.754 6.295 0.527  -0.208
66 O 5.365 6.158 0.863  0.035
67 C 4.766 5.064 0.385  -0.610
68 O 5.290 4.194 -0.264  0.120
69 O 3.488 5.097 0.759  0.009
70 C 2.698 4.003 0.268  -0.030
71 H 6.380 7.735 -1.029  0.083
72 H 7.995 7.000 -1.080  0.067
73 H 6.576 6.090 -1.616  0.076
74 H 7.159 7.009 1.242  0.123
75 H 7.272 5.349 0.678  0.124
76 H 3.158 3.055 0.504  0.076
77 H 2.562 4.098 -0.809  0.102
78 H 1.731 4.065 0.756  0.097
79 C -0.436 -4.057 -5.755  -0.063
80 C -0.782 -4.645 -4.405  -0.207
81 O -1.501 -3.701 -3.594  0.033
82 C -2.798 -3.576 -3.873  -0.612
83 O -3.414 -4.193 -4.703  0.125
84 O -3.304 -2.644 -3.060  -0.003
85 C -4.690 -2.364 -3.266  -0.039
86 H 0.093 -3.110 -5.631  0.077
87 H 0.194 -4.740 -6.323  0.083
88 H -1.337 -3.858 -6.335  0.073
89 H 0.126 -4.874 -3.850  0.123
90 H -1.351 -5.568 -4.501  0.124
91 H -5.284 -3.275 -3.230  0.093
92 H -4.844 -1.856 -4.217  0.095
93 H -4.999 -1.707 -2.458  0.092
94 C 12.779 7.979 3.296  -0.065
95 C 12.518 6.974 2.194  -0.212
96 O 11.318 7.285 1.469  0.035
97 C 11.434 8.253 0.559  -0.608
98 O 12.438 8.858 0.285  0.126
99 O 10.235 8.438 0.000  -0.009
100 C 10.190 9.498 -0.958  -0.037
101 H 11.907 8.066 3.946  0.082
102 H 13.636 7.671 3.895  0.080
103 H 12.984 8.966 2.884  0.075
104 H 12.353 5.986 2.618  0.122
105 H 13.361 6.904 1.508  0.123
106 H 10.966 9.379 -1.710  0.097
107 H 10.294 10.461 -0.459  0.100
108 H 9.215 9.445 -1.434  0.087
109 C 2.664 2.454 -7.309  -0.065
110 C 2.306 1.867 -5.960  -0.211
111 O 0.884 1.795 -5.775  0.037
112 C 0.279 0.774 -6.380  -0.609
113 O 0.813 -0.088 -7.031  0.120
114 O -1.030 0.863 -6.130  0.008
115 C -1.818 -0.144 -6.768  -0.032
116 H 2.174 3.419 -7.445  0.082
117 H 3.742 2.591 -7.389  0.080
118 H 2.339 1.801 -8.118  0.075
119 H 2.671 2.509 -5.161  0.122
120 H 2.751 0.882 -5.822  0.123
121 H -1.435 -1.138 -6.549  0.078
122 H -1.843 0.020 -7.844  0.101
123 H -2.827 -0.056 -6.373  0.092

As for the spin multiplicity: 1. Its net charge is 0. The calculation puts the HOMO-LUMO gap at 10.4 eV. The LUMO energy is -0.1308 eV.

***

No. 2
Entry from the Open Molecules 2025 dataset: 4 unconnected molecules or ions with the total composition C33H67N5O5 at a distorted geometry (ωB97M-V/def2-TZVPD).

Last column: Löwdin charge in e.
CARTESIAN COORDINATES (ANGSTROEM)
1 C 1.285 1.480 -2.612  -0.097
2 C 1.000 2.986 -3.055  -0.360
3 C 2.395 3.832 -2.923  -0.087
4 C -0.192 3.764 -2.332  -0.268
5 C -1.177 4.369 -3.488  -0.063
6 C -0.990 2.993 -1.171  -0.144
7 O -2.284 2.552 -1.656  -0.144
8 C -2.291 1.210 -2.178  -0.317
9 C -1.793 -0.022 -1.285  -0.168
10 N -2.254 0.067 0.158  0.012
11 C -2.052 1.131 -3.789  -0.004
12 C -3.338 1.798 -4.485  -0.347
13 O -3.411 2.168 -5.679  0.036
14 N -4.294 1.867 -3.380  0.055
15 C -3.911 0.927 -2.244  -0.365
16 C -4.831 1.499 -1.056  -0.038
17 C -4.429 -0.475 -2.806  -0.130
18 C -4.740 -1.588 -1.682  -0.188
19 C -4.717 -3.076 -2.346  -0.171
20 C -3.259 -3.521 -2.819  -0.184
21 C -2.936 -3.438 -4.356  -0.040
22 C -1.526 -3.803 -4.933  -0.070
23 C -0.395 -4.265 -3.954  -0.082
24 C -0.680 -4.382 -2.415  -0.064
25 C -2.110 -3.998 -1.903  -0.046
26 H 2.328 1.198 -3.031  0.071
27 H 1.416 1.426 -1.463  0.085
28 H 0.567 0.693 -3.015  0.068
29 H 0.782 2.970 -4.192  0.125
30 H 3.302 3.145 -3.009  0.067
31 H 2.423 4.522 -3.847  0.084
32 H 2.424 4.450 -1.965  0.074
33 H 0.269 4.706 -1.841  0.126
34 H -1.231 3.710 -4.415  0.066
35 H -2.192 4.694 -3.075  0.087
36 H -0.655 5.346 -3.828  0.089
37 H -0.392 2.210 -0.597  0.110
38 H -1.236 3.806 -0.380  0.140
39 H -0.636 0.077 -1.222  0.097
40 H -1.981 -1.054 -1.738  0.114
41 H -2.215 1.066 0.442  0.075
42 H -1.559 -0.436 0.755  0.047
43 H -1.073 1.535 -4.208  0.100
44 H -1.896 -0.011 -3.923  0.129
45 H -4.536 2.813 -3.028  0.134
46 H -4.747 2.625 -0.895  0.087
47 H -5.924 1.287 -1.370  0.099
48 H -4.683 0.971 -0.057  0.078
49 H -5.440 -0.266 -3.329  0.137
50 H -3.769 -0.969 -3.593  0.094
51 H -4.081 -1.526 -0.753  0.094
52 H -5.819 -1.410 -1.334  0.110
53 H -5.352 -2.977 -3.308  0.113
54 H -5.252 -3.845 -1.695  0.111
55 H -3.716 -3.103 -5.135  0.099
56 H -1.278 -3.719 -6.045  0.084
57 H 0.638 -4.507 -4.381  0.078
58 H 0.176 -4.704 -1.742  0.078
59 H -2.293 -4.084 -0.774  0.095
60 C 3.904 -0.350 1.856  -0.096
61 O 2.912 -1.361 1.770  -0.208
62 C 2.378 -1.770 3.025  -0.192
63 C 1.235 -0.872 3.543  -0.421
64 C 1.719 0.443 4.147  -0.066
65 N 0.260 -0.581 2.485  0.039
66 H 4.530 -0.460 2.745  0.095
67 H 3.439 0.638 1.837  0.078
68 H 4.542 -0.427 0.972  0.072
69 H 1.967 -2.771 2.856  0.123
70 H 3.173 -1.884 3.772  0.120
71 H 0.722 -1.422 4.340  0.127
72 H 2.054 1.155 3.390  0.067
73 H 0.911 0.926 4.703  0.061
74 H 2.545 0.272 4.844  0.086
75 H -0.123 -1.462 2.143  0.071
76 H 0.782 -0.222 1.684  0.070
77 C 5.524 -4.562 -2.668  -0.106
78 O 5.292 -3.830 -1.476  -0.189
79 C 5.663 -2.458 -1.545  -0.199
80 C 4.585 -1.541 -2.161  -0.433
81 C 4.515 -1.625 -3.683  -0.069
82 N 3.254 -1.822 -1.607  0.059
83 H 6.428 -4.230 -3.186  0.090
84 H 4.658 -4.492 -3.329  0.072
85 H 5.646 -5.614 -2.399  0.088
86 H 5.813 -2.143 -0.506  0.113
87 H 6.629 -2.338 -2.048  0.118
88 H 4.849 -0.508 -1.909  0.131
89 H 4.052 -2.551 -4.032  0.063
90 H 3.917 -0.801 -4.082  0.067
91 H 5.513 -1.555 -4.125  0.079
92 H 3.286 -1.681 -0.598  0.043
93 H 3.093 -2.825 -1.704  0.071
94 C -0.124 -0.018 7.361  -0.096
95 O -0.077 1.308 6.862  -0.213
96 C -1.114 2.156 7.347  -0.197
97 C -0.815 2.800 8.717  -0.431
98 C -1.010 1.846 9.892  -0.074
99 N 0.545 3.350 8.771  0.036
100 H -1.149 -0.374 7.497  0.095
101 H 0.432 -0.086 8.299  0.077
102 H 0.375 -0.668 6.638  0.071
103 H -1.200 2.962 6.611  0.122
104 H -2.078 1.633 7.349  0.119
105 H -1.523 3.625 8.853  0.135
106 H -0.212 1.105 9.968  0.063
107 H -1.020 2.401 10.834  0.077
108 H -1.963 1.315 9.811  0.079
109 H 0.643 4.049 8.037  0.072
110 H 1.183 2.608 8.481  0.069

As for the spin multiplicity: 1. Its net charge is 0. The calculation puts the HOMO-LUMO gap at 9.1 eV. Its SMILES is CC(C)[C@@H](C)CO[C@]1(CN)CC(=O)N[C@@]1(C)CCCc1ccccc1.COC[C@@H](C)N.COC[C@@H](C)N.COC[C@@H](C)N. The LUMO energy is 0.4740 eV.

***

No. 3
Entry from the Open Molecules 2025 dataset: 23 unconnected molecules or ions with the total composition C33H68BrCl44N2 at a distorted geometry (ωB97M-V/def2-TZVPD).

Last column: Löwdin charge in e.
CARTESIAN COORDINATES (ANGSTROEM)
1 C -2.890 6.335 1.305  -0.159
2 C -2.309 4.973 0.947  -0.254
3 C -0.757 4.891 0.690  -0.585
4 Br -0.105 6.672 0.214  0.807
5 C -0.138 4.265 1.947  -0.265
6 C -0.252 5.085 3.232  -0.165
7 N 0.684 6.177 3.309  -0.064
8 C 2.057 5.771 3.119  -0.184
9 C 2.263 4.955 1.864  -0.132
10 N 1.291 3.820 1.837  -0.025
11 C 1.588 2.857 0.730  -0.127
12 C 1.659 1.421 1.225  -0.405
13 C 2.910 1.196 2.083  -0.092
14 C 0.361 0.916 1.868  -0.069
15 H -2.360 6.837 2.107  0.060
16 H -3.899 6.159 1.684  0.088
17 H -3.024 6.981 0.447  -0.005
18 H -2.522 4.321 1.795  0.103
19 H -2.832 4.540 0.098  0.105
20 H -0.665 4.305 -0.217  0.000
21 H -0.718 3.367 2.141  0.135
22 H -0.032 4.365 4.050  0.136
23 H -1.275 5.397 3.397  0.122
24 H 0.561 6.730 4.145  0.131
25 H 2.353 5.108 3.959  0.131
26 H 2.737 6.613 3.171  0.134
27 H 2.255 5.510 0.933  0.088
28 H 3.245 4.491 1.947  0.091
29 H 1.492 3.305 2.703  0.159
30 H 2.570 3.109 0.336  0.100
31 H 0.894 2.927 -0.102  0.072
32 H 1.802 0.813 0.337  0.058
33 H 3.148 0.143 2.174  0.052
34 H 2.818 1.681 3.058  0.080
35 H 3.735 1.651 1.539  0.023
36 H 0.342 1.064 2.950  0.077
37 H -0.530 1.326 1.395  0.074
38 H 0.307 -0.157 1.703  0.045
39 C 3.507 0.294 -2.458  -0.949
40 Cl 3.539 -0.810 -1.080  0.551
41 Cl 2.194 1.461 -2.246  0.561
42 H 4.446 0.834 -2.503  0.026
43 H 3.347 -0.274 -3.367  0.037
44 C -2.553 -1.688 2.102  -1.046
45 Cl -2.243 -1.898 0.371  0.514
46 Cl -1.150 -2.146 3.080  0.516
47 H -2.779 -0.643 2.285  0.020
48 H -3.404 -2.303 2.379  -0.077
49 C -6.794 -0.885 2.270  -1.024
50 Cl -6.087 0.275 1.133  0.511
51 Cl -5.724 -2.273 2.528  0.562
52 H -6.953 -0.389 3.220  0.021
53 H -7.735 -1.251 1.868  -0.068
54 C 5.732 5.148 -0.225  -0.984
55 Cl 5.953 4.147 1.214  0.533
56 Cl 5.000 4.223 -1.546  0.532
57 H 5.073 5.973 0.019  0.024
58 H 6.699 5.518 -0.546  0.023
59 C -3.237 9.375 -1.303  -1.029
60 Cl -3.630 7.810 -2.032  0.510
61 Cl -4.529 10.554 -1.548  0.527
62 H -3.091 9.234 -0.237  0.018
63 H -2.330 9.751 -1.760  -0.031
64 C 6.556 -1.078 1.671  -0.987
65 Cl 6.226 0.574 1.134  0.507
66 Cl 6.609 -1.181 3.436  0.549
67 H 5.765 -1.724 1.307  0.019
68 H 7.512 -1.394 1.272  0.032
69 C 3.312 -2.396 4.679  -1.009
70 Cl 2.851 -3.947 3.961  0.542
71 Cl 2.033 -1.183 4.472  0.524
72 H 3.489 -2.540 5.739  -0.066
73 H 4.215 -2.043 4.192  -0.040
74 C 4.577 -3.905 8.243  -1.013
75 Cl 4.799 -2.232 7.704  0.546
76 Cl 5.514 -5.024 7.253  0.514
77 H 4.896 -3.991 9.275  0.031
78 H 3.527 -4.150 8.149  -0.035
79 C 6.893 5.153 -4.413  -1.023
80 Cl 7.196 4.886 -6.134  0.561
81 Cl 8.306 4.745 -3.431  0.535
82 H 6.653 6.199 -4.261  0.032
83 H 6.065 4.529 -4.106  -0.024
84 C 1.006 -6.368 5.888  -1.022
85 Cl 1.498 -7.605 4.728  0.526
86 Cl 2.163 -6.218 7.217  0.541
87 H 0.947 -5.416 5.374  -0.023
88 H 0.040 -6.639 6.299  0.028
89 C -10.335 -1.972 3.764  -0.974
90 Cl -9.967 -2.147 2.042  0.548
91 Cl -8.952 -2.409 4.774  0.525
92 H -10.598 -0.939 3.959  0.029
93 H -11.164 -2.627 4.004  0.028
94 C -0.874 3.173 -3.485  -0.995
95 Cl -1.496 4.814 -3.664  0.534
96 Cl -1.268 2.505 -1.889  0.539
97 H -1.321 2.537 -4.241  0.027
98 H 0.204 3.192 -3.595  0.001
99 C -9.140 -5.971 1.604  -1.053
100 Cl -8.664 -7.476 2.395  0.513
101 Cl -10.878 -5.666 1.749  0.488
102 H -8.606 -5.149 2.070  0.009
103 H -8.887 -6.041 0.551  -0.073
104 C -0.758 -8.943 1.781  -1.031
105 Cl -0.633 -8.248 0.162  0.506
106 Cl -1.215 -10.650 1.731  0.531
107 H 0.203 -8.855 2.273  -0.010
108 H -1.514 -8.399 2.335  0.024
109 C -8.776 -6.883 -2.603  -0.996
110 Cl -8.304 -8.275 -3.579  0.533
111 Cl -7.529 -6.462 -1.416  0.546
112 H -8.930 -6.035 -3.259  0.028
113 H -9.691 -7.123 -2.074  0.031
114 C 6.335 4.864 -9.700  -1.043
115 Cl 5.847 3.302 -10.364  0.507
116 Cl 5.071 6.085 -9.887  0.501
117 H 6.534 4.740 -8.642  -0.060
118 H 7.224 5.201 -10.220  0.028
119 C 11.461 4.298 -5.460  -1.049
120 Cl 11.833 2.854 -6.408  0.504
121 Cl 12.747 4.680 -4.309  0.503
122 H 11.339 5.136 -6.136  0.026
123 H 10.545 4.124 -4.909  -0.044
124 C -1.073 -2.490 -3.185  -1.030
125 Cl -0.948 -0.844 -3.825  0.493
126 Cl -0.130 -3.635 -4.142  0.536
127 H -0.696 -2.498 -2.169  -0.003
128 H -2.113 -2.792 -3.204  0.029
129 C 0.835 -13.384 3.240  -1.051
130 Cl 1.315 -14.624 2.076  0.504
131 Cl 2.005 -13.231 4.557  0.498
132 H 0.765 -12.433 2.726  -0.030
133 H -0.127 -13.655 3.660  0.024
134 C 0.392 -4.143 -8.027  -1.039
135 Cl 1.039 -2.961 -9.172  0.500
136 Cl 1.514 -5.484 -7.769  0.499
137 H 0.217 -3.647 -7.079  -0.022
138 H -0.537 -4.537 -8.421  0.026
139 C -1.217 10.407 -4.764  -1.018
140 Cl -0.553 11.822 -5.578  0.526
141 Cl -0.152 9.835 -3.466  0.501
142 H -2.177 10.670 -4.333  0.018
143 H -1.334 9.609 -5.488  0.028
144 C -9.762 -11.907 -3.370  -1.046
145 Cl -9.273 -13.405 -2.571  0.505
146 Cl -11.489 -11.587 -3.171  0.496
147 H -9.206 -11.085 -2.937  -0.015
148 H -9.546 -11.992 -4.429  0.025

As for the spin multiplicity: 1. Its net charge is +1. The calculation puts the HOMO-LUMO gap at 9.6 eV. The LUMO energy is -2.1070 eV.